No. 1
Formula: C34H25F6N2OP2S5Tc
Source: the OMol25 dataset
Level of theory: ωB97M-V with the def2-TZVPD basis set

Cartesian coordinates (Å):
Tc (1.26, -0.12, 0.67)
O (3.08, 2.09, 1.66)
C (2.02, 1.93, 1.13)
C (1.19, 3.18, 0.88)
C (1.82, 4.43, 0.88)
C (1.04, 5.56, 0.73)
C (-0.34, 5.45, 0.61)
C (-0.96, 4.22, 0.63)
C (-0.17, 3.07, 0.76)
P (-0.77, 1.36, 0.77)
C (-1.91, 1.23, 2.17)
C (-1.70, 0.38, 3.25)
C (-2.59, 0.36, 4.31)
C (-3.70, 1.18, 4.30)
C (-3.94, 2.02, 3.22)
C (-3.05, 2.04, 2.16)
C (-1.87, 1.36, -0.68)
C (-2.93, 0.47, -0.74)
C (-3.72, 0.41, -1.88)
C (-3.47, 1.27, -2.94)
C (-2.44, 2.19, -2.87)
C (-1.63, 2.23, -1.74)
H (2.89, 4.48, 1.00)
H (1.51, 6.54, 0.72)
H (-0.94, 6.35, 0.50)
H (-2.03, 4.15, 0.52)
H (-0.85, -0.30, 3.25)
H (-2.41, -0.32, 5.13)
H (-4.40, 1.16, 5.13)
H (-4.81, 2.65, 3.20)
H (-3.27, 2.67, 1.31)
H (-3.14, -0.19, 0.08)
H (-4.53, -0.31, -1.93)
H (-4.09, 1.23, -3.83)
H (-2.25, 2.87, -3.68)
H (-0.81, 2.93, -1.71)
S (2.76, -5.38, 5.50)
C (2.47, -4.20, 4.42)
S (2.54, -4.43, 2.70)
C (2.19, -2.80, 2.23)
C (2.01, -1.89, 3.27)
S (1.71, -0.24, 3.05)
S (2.14, -2.55, 4.86)
S (2.11, -2.39, 0.61)
C (-0.07, -0.67, -2.30)
N (1.08, -0.31, -1.45)
C (2.23, -0.30, -2.07)
C (3.40, -0.13, -1.32)
C (4.77, -0.19, -1.58)
C (5.41, -0.11, -0.35)
C (4.42, 0.02, 0.62)
N (3.21, 0.01, 0.04)
C (0.21, -1.86, -3.17)
C (0.19, -1.73, -4.55)
C (0.45, -2.82, -5.37)
C (0.74, -4.05, -4.81)
C (0.76, -4.19, -3.43)
C (0.49, -3.11, -2.61)
H (-0.32, 0.18, -2.93)
H (-0.92, -0.87, -1.65)
H (2.27, -0.49, -3.13)
H (5.22, -0.30, -2.55)
H (6.46, -0.12, -0.17)
H (4.51, 0.12, 1.68)
H (-0.04, -0.77, -4.99)
H (0.43, -2.70, -6.45)
H (0.96, -4.90, -5.45)
H (0.98, -5.15, -2.99)
H (0.48, -3.23, -1.54)
F (-0.61, -1.32, 0.89)
P (-1.68, -2.74, 1.30)
F (-0.55, -3.69, 0.68)
F (-2.63, -3.95, 1.66)
F (-0.91, -2.75, 2.70)
F (-2.28, -2.52, -0.18)
F (-2.70, -1.64, 1.87)

Output
HOMO energy (alpha / beta) = -7.6 / -8.1 eV
Frontier orbital gap (alpha / beta) = 6.65 / 5.68 eV
Energy relative to the best compared isomer or geometry (same formula, charge and spin) = 0.00 kJ/mol
Total energy = -131955.632 eV
Lowest unoccupied orbital energy (alpha / beta) = -0.0345 / -0.0900 hartree
2S+1 = 3
Total charge = 0

=====

No. 2
Formula: C34H26AsBaO2S6
Source: the OMol25 dataset
Level of theory: ωB97M-V with the def2-TZVPD basis set

Cartesian coordinates (Å):
Ba (-1.03, 3.85, -1.83)
S (-1.92, 5.66, -4.02)
As (-3.69, 4.51, -3.37)
S (-2.98, 2.40, -3.48)
S (-3.79, 4.89, -1.19)
S (-5.46, 4.88, -4.41)
C (5.72, 1.81, -4.48)
C (4.84, 1.82, -3.26)
C (5.27, 2.39, -2.07)
C (4.44, 2.42, -0.96)
C (3.17, 1.87, -1.05)
C (2.71, 1.30, -2.23)
C (3.55, 1.28, -3.32)
S (2.09, 2.05, 0.36)
O (0.85, 2.72, -0.16)
C (1.74, 0.32, 0.71)
C (2.88, -0.53, 0.75)
C (2.76, -1.82, 1.16)
C (1.51, -2.32, 1.61)
C (1.37, -3.64, 2.09)
C (0.17, -4.09, 2.57)
C (-0.95, -3.23, 2.58)
C (-0.85, -1.96, 2.10)
C (0.38, -1.47, 1.58)
C (0.51, -0.13, 1.08)
C (-0.73, 0.71, 1.04)
C (-1.03, 1.52, 2.17)
C (-0.18, 1.57, 3.31)
C (-0.48, 2.37, 4.37)
C (-1.64, 3.19, 4.34)
C (-2.47, 3.17, 3.26)
C (-2.19, 2.33, 2.15)
C (-3.05, 2.31, 1.02)
C (-2.76, 1.51, -0.04)
C (-1.60, 0.69, -0.02)
S (-1.34, -0.21, -1.56)
O (0.13, -0.32, -1.82)
C (-1.83, -1.84, -0.98)
C (-0.93, -2.88, -1.09)
C (-1.30, -4.16, -0.70)
C (-2.58, -4.40, -0.20)
C (-2.98, -5.78, 0.25)
C (-3.48, -3.35, -0.13)
C (-3.12, -2.07, -0.52)
H (6.73, 2.13, -4.25)
H (5.32, 2.49, -5.25)
H (5.76, 0.82, -4.92)
H (6.27, 2.81, -2.01)
H (4.77, 2.88, -0.03)
H (1.72, 0.86, -2.27)
H (3.20, 0.84, -4.25)
H (3.84, -0.15, 0.43)
H (3.62, -2.47, 1.17)
H (2.24, -4.29, 2.09)
H (0.08, -5.10, 2.95)
H (-1.89, -3.58, 2.97)
H (-1.71, -1.31, 2.09)
H (0.70, 0.95, 3.33)
H (0.17, 2.39, 5.23)
H (-1.85, 3.83, 5.19)
H (-3.35, 3.80, 3.23)
H (-3.90, 2.98, 0.97)
H (-3.37, 1.56, -0.95)
H (0.07, -2.67, -1.47)
H (-0.59, -4.97, -0.77)
H (-2.19, -6.51, 0.04)
H (-3.89, -6.11, -0.24)
H (-3.16, -5.79, 1.33)
H (-4.49, -3.53, 0.25)
H (-3.84, -1.25, -0.46)

Output
HOMO energy = -3.6 eV
Frontier orbital gap = 5.13 eV
Energy relative to the best compared isomer or geometry (same formula, charge and spin) = 3.16 kJ/mol
Total energy = -166324.143 eV
Lowest unoccupied orbital energy = 0.0569 hartree
Total charge = -1

=====

No. 3
Formula: C34H26Cl3GeIP2PdSe2
Source: the OMol25 dataset
Level of theory: ωB97M-V with the def2-TZVPD basis set

Cartesian coordinates (Å):
Pd (-0.72, 1.71, -1.94)
I (-2.25, 2.59, 0.20)
C (-3.47, 0.99, 1.01)
C (-4.39, 1.51, 1.89)
C (-5.31, 0.70, 2.55)
C (-5.29, -0.64, 2.31)
C (-4.37, -1.21, 1.40)
C (-4.45, -2.60, 1.17)
C (-3.64, -3.21, 0.26)
C (-2.71, -2.44, -0.43)
C (-2.57, -1.08, -0.22)
P (-1.20, -0.47, -1.27)
C (-1.69, -1.09, -2.91)
C (-1.00, -2.10, -3.58)
C (-1.41, -2.47, -4.85)
C (-2.48, -1.83, -5.45)
C (-3.18, -0.84, -4.78)
C (-2.79, -0.47, -3.50)
C (0.27, -1.42, -0.84)
C (1.40, -1.13, -1.61)
C (2.59, -1.80, -1.38)
C (2.66, -2.75, -0.37)
C (1.55, -3.02, 0.41)
C (0.36, -2.36, 0.19)
C (-3.41, -0.39, 0.70)
H (-4.40, 2.57, 2.08)
H (-6.02, 1.13, 3.23)
H (-5.98, -1.31, 2.81)
H (-5.19, -3.16, 1.72)
H (-3.71, -4.27, 0.07)
H (-2.07, -2.92, -1.16)
H (-0.17, -2.60, -3.10)
H (-0.88, -3.26, -5.36)
H (-2.77, -2.11, -6.45)
H (-4.03, -0.36, -5.24)
H (-3.34, 0.29, -2.96)
H (1.33, -0.39, -2.41)
H (3.45, -1.58, -1.98)
H (3.58, -3.28, -0.19)
H (1.61, -3.75, 1.21)
H (-0.50, -2.56, 0.81)
Se (1.59, 2.26, -0.80)
P (1.78, 1.45, 1.24)
Se (0.02, 0.43, 2.03)
C (3.19, 0.28, 1.30)
C (4.19, 0.35, 0.34)
C (5.24, -0.54, 0.38)
C (5.30, -1.50, 1.38)
C (4.32, -1.56, 2.35)
C (3.25, -0.67, 2.31)
C (2.19, 2.82, 2.38)
C (2.64, 4.04, 1.88)
C (2.90, 5.08, 2.74)
C (2.73, 4.91, 4.11)
C (2.31, 3.68, 4.61)
C (2.04, 2.64, 3.74)
H (4.13, 1.10, -0.44)
H (6.01, -0.50, -0.37)
H (6.12, -2.20, 1.41)
H (4.36, -2.30, 3.14)
H (2.47, -0.72, 3.06)
H (2.78, 4.16, 0.81)
H (3.24, 6.03, 2.36)
H (2.92, 5.73, 4.78)
H (2.19, 3.55, 5.67)
H (1.69, 1.69, 4.13)
Cl (-2.46, 2.87, -3.35)
Ge (-0.42, 3.96, -3.60)
Cl (-0.70, 4.50, -5.66)
Cl (0.54, 1.82, -4.01)

Output
HOMO energy (alpha / beta) = -10.6 / -10.9 eV
Frontier orbital gap (alpha / beta) = 7.71 / 5.08 eV
Energy relative to the best compared isomer or geometry (same formula, charge and spin) = 0.00 kJ/mol
Total energy = -290611.609 eV
Lowest unoccupied orbital energy (alpha / beta) = -0.1074 / -0.2146 hartree
2S+1 = 4
Total charge = +1

=====

Among the records above, which one has the highest total charge? C34H26Cl3GeIP2PdSe2

=====

Which of these has the lowest total charge? C34H26AsBaO2S6

=====

Which of these has the highest total energy? C34H25F6N2OP2S5Tc

=====

The highest energy relative to the best compared isomer or geometry (same formula, charge and spin) belongs to which entry? C34H26AsBaO2S6